# 1
Here is 2 unconnected molecules or ions with the total composition C4H3NO2 from the Open Molecules 2025 dataset. Energies are from wB97M-V/def2-TZVPD.

F_max: 1.82 eV Å⁻¹
orbital gap: 0.34870 hartree
lowest unoccupied orbital energy: 0.0002 Ha
structure (SMILES): N=C=C=C=O.C=O
E_HOMO: -9.482 eV

The geometry in XYZ format:
```
10
Properties=species:S:1:pos:R:3:forces:R:3
C -2.22019 0.73095 0.20054 0.5 0.9 -0.3
C -1.21103 1.54876 0.21844 -1.0 -1.4 0.5
C -3.08673 -0.15340 -0.07756 -0.9 -0.2 0.4
C 0.22654 -1.17768 0.21443 1.0 0.2 -0.1
N -0.27199 2.27006 0.29766 1.0 0.6 0.1
O -3.94184 -0.93926 -0.20464 0.6 0.3 -0.2
O 0.77468 -0.64878 1.14134 0.1 -0.5 0.5
H 0.28334 -2.22304 -0.08185 0.2 -0.7 0.6
H -0.27240 -0.57780 -0.49744 -0.9 0.7 -1.1
H 0.58155 2.13070 0.84784 -0.6 0.1 -0.4
```
Forces are in eV/Å.



# 2
Here is a molecular structure, F12InNO3P2 from the Open Molecules 2025 dataset. Energies are from wB97M-V/def2-TZVPD.

F_max: 14.67 eV Å⁻¹
orbital gap: 0.26368 hartree
lowest unoccupied orbital energy: -0.1645 Ha
E_HOMO: -11.651 eV

The geometry in XYZ format:
```
19
Properties=species:S:1:pos:R:3:forces:R:3
In -6.59381 17.52837 6.48913 5.5 0.1 2.3
N -4.91024 19.34079 5.97376 0.7 4.9 -5.8
O -4.58044 18.59497 6.86368 -0.1 -5.1 3.8
O -4.15675 20.18176 5.58000 1.2 1.0 0.4
O -5.99863 19.19823 5.36941 3.8 3.7 2.1
P -7.78429 17.51688 4.08510 -3.8 0.5 -5.2
F -7.87048 18.57066 5.30194 3.3 -9.7 -10.5
F -6.16540 17.57837 4.37368 0.6 -4.4 -4.0
F -7.76289 16.46574 5.33604 -1.0 -5.1 0.8
F -7.55195 16.29548 3.01174 -0.9 1.6 1.9
F -9.46912 17.44214 4.24711 2.8 -0.4 -1.4
F -7.78399 18.62109 2.93518 0.1 -1.0 1.4
P -8.39460 19.46932 7.57590 -6.9 6.4 3.7
F -8.64699 19.70427 6.04738 -5.7 11.1 7.5
F -6.74289 19.45885 7.36550 -2.3 1.0 3.2
F -8.52781 21.04307 7.94529 1.9 -1.0 -0.5
F -8.32004 19.13433 9.19701 0.9 -0.1 -2.0
F -10.05050 19.45440 7.64684 1.1 -1.5 0.8
F -8.34778 17.84926 7.33959 -1.4 -2.1 1.5
```
Forces are in eV/Å.



# 3
Here is 2 unconnected molecules or ions with the total composition C4H11NO from the Open Molecules 2025 dataset. Energies are from wB97M-V/def2-TZVPD.

F_max: 1.39 eV Å⁻¹
orbital gap: 0.35422 hartree
lowest unoccupied orbital energy: 0.0374 Ha
structure (SMILES): C=CNCC.O
E_HOMO: -8.621 eV

The geometry in XYZ format:
```
17
Properties=species:S:1:pos:R:3:forces:R:3
C -0.99157 1.27005 1.06027 0.5 0.2 -0.1
C -0.06235 0.41198 0.67185 0.4 -1.3 0.3
N -0.29521 -0.94874 0.32671 0.1 0.1 0.9
C 0.82221 -1.84357 0.71827 0.0 0.5 -0.7
C 1.75074 -2.08020 -0.45638 0.3 -0.7 0.5
H -0.64437 2.21886 1.43643 -0.4 0.3 -0.1
H -2.04055 1.01821 1.03252 -0.1 0.1 0.1
H 1.00763 0.61367 0.72774 -0.2 0.4 -0.1
H -1.08424 -1.25206 0.88510 -0.3 0.1 -0.4
H 0.37413 -2.77835 1.03545 0.1 -0.2 0.1
H 1.40862 -1.42389 1.54431 -0.2 -0.1 0.1
H 2.16043 -1.14644 -0.82451 -0.2 0.1 -0.4
H 1.24872 -2.68552 -1.21026 0.0 0.4 -0.3
H 2.60634 -2.67426 -0.12944 0.1 0.0 0.1
H -0.55022 2.21206 -1.39059 0.0 0.3 0.4
H -1.51769 2.27913 -2.49130 -0.3 0.3 -0.1
O -1.16709 2.84187 -1.79018 0.2 -0.7 -0.3
```
Forces are in eV/Å.



# 4
Here is C6H10N2 in the gas phase from the Open Molecules 2025 dataset. Energies are from wB97M-V/def2-TZVPD.

F_max: 5.65 eV Å⁻¹
orbital gap: 0.35350 hartree
lowest unoccupied orbital energy: 0.0375 Ha
structure (SMILES): C1CN2[C@@H]3[C@@H]1NC[C@@H]32
E_HOMO: -8.599 eV

The geometry in XYZ format:
```
18
Properties=species:S:1:pos:R:3:forces:R:3
C 1.51292 1.11666 -0.16175 -2.4 -2.8 4.3
C 1.76065 -0.44332 0.59366 -2.4 0.2 0.7
C -0.88070 -1.23339 -0.29182 -2.7 -1.5 0.9
C -2.01228 -0.24661 0.54321 1.4 -0.7 -1.2
C -0.03043 0.83706 -0.01851 -1.2 0.2 1.4
C -0.03817 -0.32289 -0.92720 2.1 0.1 -2.9
H 1.96326 1.41734 -1.03115 0.5 -0.9 -3.3
H 2.02452 1.81225 0.37882 0.5 2.1 2.9
H 2.64159 -0.86159 0.24902 1.9 -0.8 -0.6
H 1.74176 -0.65592 1.83383 -0.2 1.4 -3.4
H -1.39770 -2.12768 -0.88529 1.5 1.7 1.7
H -2.94770 -0.84194 0.22348 0.9 2.0 0.4
H -1.92245 -0.20130 1.72433 -0.2 0.0 -2.7
H -1.63931 1.53628 -0.98490 -1.6 -0.7 -0.9
H -0.13743 0.36248 0.98515 1.0 1.0 -0.7
H 0.23745 -0.05660 -2.02747 -0.9 -0.9 1.7
N 0.71867 -1.36192 -0.18357 -0.5 1.2 -0.4
N -1.59463 1.27109 -0.01984 2.3 -1.6 2.0
```
Forces are in eV/Å.



# 5
Here is a molecular structure, C17H30AsIrN8OPS from the Open Molecules 2025 dataset. Energies are from wB97M-V/def2-TZVPD.

F_max: 0.74 eV Å⁻¹
orbital gap (spin up / spin down): 0.27010 / 0.19755 hartree
spin multiplicity: 2
lowest unoccupied orbital energy (spin up / spin down): -0.4749 / -0.5472 Ha
charge: +4
E_HOMO (spin up / spin down): -20.273 / -20.267 eV

The geometry in XYZ format:
```
60
Properties=species:S:1:pos:R:3:forces:R:3
Ir 0.50254 0.27829 0.28071 0.2 0.2 -0.7
C 0.30087 -1.79582 -4.83522 -0.1 0.0 -0.1
N 0.73073 -1.60585 -3.43787 0.1 0.0 0.0
C 1.81629 -2.20554 -2.86370 0.0 0.0 0.0
C 1.89117 -1.74857 -1.58367 -0.1 0.1 0.0
N 0.85235 -0.87019 -1.38157 0.2 -0.5 0.4
C 0.16368 -0.80202 -2.52352 0.0 -0.1 -0.1
P -1.24861 0.30891 -2.78738 0.0 0.1 -0.2
C -0.31461 1.75754 -2.17960 -0.1 0.1 0.0
N 0.36470 1.78808 -1.02077 0.2 0.2 0.0
C 1.07587 2.96760 -0.97516 0.0 -0.1 0.1
C 0.80297 3.65370 -2.11541 0.0 0.0 -0.1
N -0.06427 2.88795 -2.85266 0.0 0.1 0.0
C -0.55778 3.25775 -4.19145 0.0 0.0 -0.1
C -2.02548 -0.07078 -1.18894 -0.2 0.0 0.0
N -1.40619 -0.07964 -0.00011 -0.2 -0.1 0.2
C -2.32354 -0.41029 0.96864 0.0 0.0 0.0
C -3.51703 -0.60240 0.34189 0.0 0.1 0.0
N -3.31566 -0.38625 -0.99459 0.0 0.0 0.1
C -4.36248 -0.49841 -2.03004 0.0 0.0 -0.1
H 0.95497 -2.52877 -5.29709 0.0 0.0 0.0
H 0.38123 -0.86000 -5.38353 0.0 0.0 0.0
H -0.72260 -2.16137 -4.86841 0.0 0.0 0.0
H 2.44534 -2.89794 -3.39886 0.0 0.0 0.0
H 2.61994 -1.97799 -0.82594 0.0 0.0 0.0
H 1.71680 3.23714 -0.15366 0.0 0.0 0.0
H 1.15681 4.61492 -2.45203 0.0 0.0 0.0
H -0.68171 4.33630 -4.23115 0.0 0.0 0.0
H -1.51486 2.78065 -4.38241 0.0 0.0 0.0
H 0.16734 2.95630 -4.94498 0.0 0.0 0.0
H -2.07709 -0.48184 2.01374 0.0 0.0 0.0
H -4.48184 -0.86155 0.74686 0.0 0.0 0.0
H -5.29161 -0.77787 -1.54292 0.0 0.0 0.0
H -4.09557 -1.26819 -2.75005 0.0 0.0 0.0
H -4.49732 0.45619 -2.53296 0.0 0.0 0.0
C 2.23063 -4.61175 1.73757 0.0 0.0 -0.1
As 1.93162 -3.19056 2.98282 -0.1 -0.4 0.1
C 0.55838 -3.63731 4.23335 -0.1 0.1 0.0
C 3.54711 -2.73937 3.89017 0.0 0.1 0.0
S 1.19501 -1.38740 1.84283 0.2 0.4 0.0
H 2.35065 -5.50574 2.35652 0.0 0.0 0.0
H 3.14697 -4.42981 1.17965 0.0 0.0 0.0
H 1.37801 -4.74115 1.07511 0.0 0.0 0.0
H 0.89315 -4.55605 4.72306 0.0 0.0 0.0
H -0.38302 -3.81700 3.71926 0.0 0.0 0.0
H 0.45865 -2.84563 4.97355 0.0 0.0 0.0
H 3.79917 -3.64652 4.44943 0.0 0.0 0.0
H 3.38744 -1.91385 4.58048 0.0 0.0 0.0
H 4.33999 -2.50988 3.18143 0.0 0.0 0.0
C -0.28237 4.54333 3.78483 0.1 0.2 -0.1
N 0.38520 3.43007 3.09815 0.1 0.1 0.1
C -0.12145 2.68798 2.14021 0.1 -0.1 -0.1
N -1.31108 2.97075 1.60667 0.0 -0.1 0.0
O 0.58368 1.66862 1.73960 -0.2 0.0 0.3
H 0.10722 4.60524 4.79637 0.0 -0.1 0.0
H -1.35612 4.37771 3.83663 0.0 -0.1 0.1
H -0.08170 5.49294 3.28913 0.0 0.0 -0.1
H 1.32698 3.20113 3.38159 0.0 -0.1 0.0
H -1.83311 3.78879 1.87868 0.0 0.0 0.0
H -1.69638 2.37544 0.89673 0.0 0.0 0.0
```
Forces are in eV/Å.



# 6
Here is 2 unconnected molecules or ions with the total composition C10H13O2P from the Open Molecules 2025 dataset. Energies are from wB97M-V/def2-TZVPD.

F_max: 3.60 eV Å⁻¹
orbital gap: 0.32830 hartree
lowest unoccupied orbital energy: 0.0130 Ha
structure (SMILES): C#Cc1ccccc1.CCOPO
E_HOMO: -8.580 eV

The geometry in XYZ format:
```
26
Properties=species:S:1:pos:R:3:forces:R:3
C -0.58197 -1.38963 -3.44490 0.1 0.3 -2.0
C -0.57881 -0.14992 -2.84043 -1.1 -2.5 2.4
C -1.12597 -2.53874 -2.78030 2.0 1.2 -1.5
C -0.98272 -0.11539 -1.49559 0.2 0.4 -1.0
C -1.39638 -2.44546 -1.45376 -0.6 -1.1 1.7
C -1.26662 -1.21769 -0.74059 -0.2 -0.9 -2.0
C -1.72311 -0.69868 1.75996 0.7 0.1 -0.8
C -1.42945 -0.87991 0.60934 -1.4 -1.6 1.0
C 1.32494 2.86353 2.68194 -0.8 1.8 0.5
C 0.49476 1.87583 1.78104 -0.3 3.2 0.5
O 1.81414 -1.42801 0.78570 0.0 -2.5 0.3
O 1.18941 0.68480 1.75551 -0.7 -0.5 -0.2
P 1.90319 0.08330 0.38612 -0.9 2.4 -0.2
H -0.21094 -1.33181 -4.53572 -0.7 -0.9 1.8
H -0.26201 0.71970 -3.28040 0.7 1.8 -1.3
H -1.07187 -3.51328 -3.26518 -0.4 0.3 0.0
H -1.18407 0.75343 -0.93064 0.5 1.5 0.0
H -1.74940 -3.39784 -1.01597 0.3 0.9 0.4
H 0.97615 -1.84859 0.53317 0.3 0.2 0.0
H -1.55530 -0.41120 2.73887 -0.3 0.3 1.4
H 2.30853 3.28711 2.34445 -0.7 -1.2 -0.2
H 0.76727 3.79942 2.84157 -0.4 0.0 -0.7
H 1.40910 2.65101 3.74937 0.3 -1.1 -0.2
H 0.38765 2.43027 0.80050 0.4 -1.0 0.4
H -0.61567 1.85847 2.11760 1.9 -0.7 0.0
H 3.15915 0.35931 0.89833 1.0 -0.4 0.0
```
Forces are in eV/Å.



Q: What is the F_max in the first record?
A: 1.82 eV Å⁻¹



Q: Which of these has the highest F_max?
A: F12InNO3P2